# 1
The following is a DFT calculation (ωB97M-V/def2-TZVPD) of a molecular structure, H2N2P2 in a non-equilibrium geometry.

Structure (ORCA input):
```
! RIJCOSX wB97M-V def2-TZVPD def2/J DEFGRID3
* xyz 0 1
H 0.4624 -0.5142 -1.2952
H -0.1963 0.6588 1.2849
N -2.1806 -0.7768 1.0577
P -1.8776 -1.0555 -1.2982
P -0.5932 -0.6619 0.9483
N -0.3987 -0.4562 -0.7555
*
```

# 2
The following is a DFT calculation (ωB97M-V/def2-TZVPD) of a molecular structure, C30H39BrN2O2P2Sr.

Structure (ORCA input):
```
! RIJCOSX wB97M-V def2-TZVPD def2/J DEFGRID3
* xyz 0 1
C -2.8311 -1.1617 -1.8412
N -5.1410 4.4880 3.0605
H 4.3382 -3.5086 -1.8720
C -6.2221 3.9057 3.5702
P 2.5180 -0.6550 1.7556
H -0.0622 2.8339 -3.3337
H 4.5093 -1.9900 0.0363
H 3.6712 -0.6387 3.7954
H -1.7760 -0.3646 -4.3855
H 0.0700 -3.3563 -1.5783
H -0.8297 1.0899 -4.7279
H -4.1199 -3.6923 -0.0034
C 3.3314 0.9269 1.1719
Br -7.8575 1.7989 4.5655
H 2.2213 -2.6416 3.8508
C -4.0528 2.3579 3.0511
H 1.5217 1.7129 0.2727
H -0.3803 -0.4470 -5.4548
H 4.5166 1.8261 -0.3910
H 1.7199 2.1594 1.9906
H -2.5263 1.7587 -3.5406
H 5.3879 -2.2881 1.8958
C -0.7683 0.0172 -4.5438
H 2.2811 -0.1974 -2.9004
C -5.1821 1.7499 3.5786
C 3.2359 -2.7109 3.4540
C 2.3977 -1.8022 0.3618
Sr -0.5458 0.0216 2.1602
C -0.2546 2.9450 -2.2658
C 1.5962 0.1577 -3.6726
C 4.1270 0.8390 -0.1282
P -0.3195 0.2584 -1.6570
H 5.8302 -1.5900 3.4453
H 1.9325 -0.2409 -4.6336
H -3.3556 1.3970 -2.0182
H -3.2098 4.2142 2.3912
H 2.0786 -4.1773 -2.6853
H -3.1058 -0.5209 -2.6673
C -1.5936 -0.9976 -1.2134
C -2.5902 2.0156 -2.4836
C 0.1645 -0.3004 -3.3777
C 2.2450 2.0032 1.0425
C -4.0813 3.7242 2.8060
H 2.6774 2.9626 0.7501
H 0.7029 2.8796 -1.7435
H 5.5640 -0.5324 2.0614
O -1.8160 2.1447 2.2726
C 2.1769 -3.5124 -1.8344
H 0.1929 -1.3860 -3.2483
C -1.2446 1.8826 -1.7719
N -0.0276 -1.7259 0.5310
H -1.9055 -3.4783 1.0933
C 3.4434 -3.1460 -1.3840
C -3.7348 -2.1237 -1.4189
H 4.0036 1.2114 1.9882
H -2.9260 3.0546 -2.4172
C -2.8293 1.5500 2.7494
H 3.2272 -3.4285 2.6313
H 3.8841 -3.1026 4.2406
H -0.6626 3.9452 -2.1063
C 3.7431 -1.3529 2.9671
H 4.9719 0.1555 -0.0542
O -2.8581 0.3037 2.9861
H 1.6655 1.2468 -3.7210
H -5.1821 0.6859 3.7705
H -1.4283 2.0910 -0.7095
C -2.1837 -2.8242 0.2755
C -6.2771 2.5456 3.8402
C 3.5280 -2.2964 -0.2978
C 1.0406 -3.0448 -1.2128
C -3.4133 -2.9472 -0.3482
H 3.4872 0.4963 -0.9433
H -4.6913 -2.2234 -1.9160
C 5.2132 -1.4390 2.5561
C 1.0964 -2.1817 -0.0865
H -7.0762 4.5412 3.7712
C -1.2506 -1.8708 -0.1509
*
```

# 3
The following is a DFT calculation (ωB97M-V/def2-TZVPD) of a gas-phase ion, C10H17BF7INO (charge -1) in a non-equilibrium geometry.

Structure (ORCA input):
```
! RIJCOSX wB97M-V def2-TZVPD def2/J DEFGRID3
* xyz -1 1
C -2.7102 -0.3415 1.0846
F -1.5960 -1.5134 -0.8325
F -3.3344 0.9409 1.5851
H 2.1847 -2.8657 0.5108
H -0.5535 1.7035 2.1691
C 0.2601 1.2352 -1.4016
H 3.0580 -2.8066 2.2155
H 0.6700 2.4808 0.9654
C -1.7310 -0.1444 -0.2065
C -0.6220 0.2722 -3.7894
C -2.1079 -1.2440 2.3107
H 1.2912 1.8187 -1.2540
F -1.5153 -2.5410 1.9147
H -1.6655 -0.2186 -3.5138
O 2.1975 -0.1822 0.1516
B -0.3091 0.6159 0.0515
C 3.2646 -0.7977 0.9536
I 0.2889 -0.6211 -5.5909
C 0.8665 -0.3537 0.7534
H -0.9063 3.9170 0.3432
H 0.9714 0.0139 1.8845
H 4.2766 -0.6201 0.3458
N -1.3889 3.0035 0.5029
H -2.1310 3.2048 1.2150
H -0.4874 2.0640 -1.8232
F -3.2928 -1.5884 3.1842
H 0.5294 -1.4725 0.8102
H 3.4488 -0.2723 2.0024
H 0.5367 -1.0029 -2.1548
F -1.1466 -0.5569 3.1988
F -2.5290 0.6455 -1.2181
C 3.1374 -2.4525 1.0824
F -3.8956 -1.1270 0.5647
C 0.4943 0.1025 -2.5569
H -0.7622 1.4398 -3.9856
C -0.3988 1.9536 1.0384
H 1.5434 0.3034 -3.0694
H 4.0640 -2.9927 0.5583
*
```

# 4
The following is a DFT calculation (ωB97M-V/def2-TZVPD) of C2H3NO2 in the gas phase.

Structure (ORCA input):
```
! RIJCOSX wB97M-V def2-TZVPD def2/J DEFGRID3
* xyz 0 1
H 1.8990 -0.9188 -0.5696
C -0.9737 -0.8778 -0.0683
H 0.0068 1.8149 -0.7213
O 1.4677 -1.0064 0.2934
C -0.2183 1.1693 0.1166
O -1.8736 -1.6024 -0.1464
H -0.3359 1.5739 1.1128
N 0.0282 -0.1527 -0.0172
*
```

# 5
The following is a DFT calculation (ωB97M-V/def2-TZVPD) of C7H13N in the gas phase in a non-equilibrium geometry.

Structure (ORCA input):
```
! RIJCOSX wB97M-V def2-TZVPD def2/J DEFGRID3
* xyz 0 1
H -0.3272 2.1699 -1.9360
H 0.1320 -1.5715 -3.7079
H 1.4163 0.4567 -2.9706
C -0.3255 1.1334 -1.7936
H 0.8220 -1.2591 3.8952
N -0.3477 -0.9737 -3.0442
H -0.5356 -1.1068 -0.1766
H 0.6438 1.6583 0.0710
C 0.4321 -0.4828 1.6600
H -0.6113 -1.5819 -2.2602
H -1.4005 0.8139 -1.7993
H -0.1882 0.7997 -3.9395
H 1.1427 -1.3404 1.8766
H -1.0415 0.6231 2.4379
C 0.0558 -0.3880 4.0680
C 0.2964 0.4119 -2.9944
H -0.8658 -0.9987 4.3088
C -0.0178 -0.2226 0.2975
C 0.2594 0.8286 -0.4633
H 0.1393 0.2926 4.8217
C -0.1824 0.0295 2.6738
*
```

Its SMILES is C/C=C/C=C/CCN.

# 6
The following is a DFT calculation (ωB97M-V/def2-TZVPD) of a molecular structure, C26H24F4N4PtS.

Structure (ORCA input):
```
! RIJCOSX wB97M-V def2-TZVPD def2/J DEFGRID3
* xyz 0 1
C -5.3342 0.3457 -4.0991
C -2.8385 -0.3363 -1.4268
H 2.7190 -4.9135 3.5862
C -1.9524 0.7469 -1.5373
C 2.2702 0.4986 -0.1224
N 1.2274 0.8040 -1.1742
F 0.6631 2.4804 6.1144
H 0.7412 -1.2400 2.5430
H 1.4259 2.8751 -1.0117
C -2.0142 1.7772 3.8368
H 2.3752 2.3750 0.9713
H -3.5531 2.3287 -4.1111
F -1.9781 1.1881 1.5407
H 3.6686 2.1253 -1.9501
H 1.7771 -6.0286 1.6007
H 2.1206 -0.5506 0.1355
H -2.6645 -1.0871 -0.6633
C 0.7274 -4.2494 0.9615
H 3.2604 0.6111 -0.5646
C 0.9731 -2.2804 2.3571
N -6.2413 0.2356 -4.7970
C -2.2492 1.6964 -2.5237
H -1.6082 2.5630 -2.6490
C 2.1007 1.3239 1.1399
H 0.7927 -1.0166 -4.0879
H -0.5172 -0.1508 -3.2824
C 2.7898 2.2763 -2.5747
C 1.7909 -3.0138 3.1885
C 1.3327 -0.3150 -2.1635
H -1.3589 -2.8534 -1.4545
C -1.3838 2.1154 5.0200
C 0.4332 -2.9072 1.2310
H 0.8259 0.7362 -4.0091
F 2.0852 1.9228 3.9387
C -4.1984 0.4815 -3.2313
H 2.3977 -0.4410 -2.3846
C 0.1260 1.5158 2.6482
C 0.5553 -0.1611 -3.4540
H 1.0012 -1.2036 -1.6304
C -0.7208 -3.1186 -0.6209
H -4.6108 -1.3215 -2.1433
C 1.5533 -4.9906 1.8059
H 2.7931 0.9322 1.8889
Pt -0.5233 0.9327 -0.1130
C 2.0768 -4.3592 2.9148
S -0.0771 -4.7262 -0.4955
H 2.2179 -2.5491 4.0675
C -3.3467 1.5776 -3.3594
N 0.7135 1.1638 1.4942
C -3.9426 -0.4767 -2.2525
H 2.8514 1.6031 -3.4288
C 1.4811 2.1363 -1.8093
H -1.9413 2.3404 5.9154
N -0.3951 -2.2888 0.3060
H 0.6376 2.3238 -2.4700
C -0.0014 2.1560 4.9963
C -1.2839 1.4986 2.7093
C 0.7366 1.8701 3.8668
H 2.8429 3.2959 -2.9574
F -3.3495 1.7256 3.7743
*
```

# 7
The following is a DFT calculation (ωB97M-V/def2-TZVPD) of a molecular structure, C12H18ClN6O4Rh.

Structure (ORCA input):
```
! RIJCOSX wB97M-V def2-TZVPD def2/J DEFGRID3
* xyz 2 1
C 0.1449 1.3646 3.8185
C 3.5744 1.8244 -0.8382
H -1.8371 1.1078 2.8768
C 0.3970 -2.9373 -0.1501
H -2.6931 -0.6978 -0.5842
C -0.6984 -2.5019 -2.2016
H 1.4482 -1.0055 -0.0979
C 2.3611 1.6528 -1.4334
H -1.9935 -3.2483 0.7601
N -0.5939 -0.6830 -0.4993
C -1.9603 -2.7446 -0.2048
H 0.0250 1.3896 4.8876
H 0.3573 -1.2604 1.2809
C 0.4938 -1.4211 0.2139
H -1.6125 -2.6711 -2.7681
H 0.1310 -2.9096 -2.7771
H 4.0774 1.8739 1.2213
C 2.0535 1.5595 0.7252
H 4.5515 1.9916 -1.2570
N 1.3755 1.5002 3.2163
O -3.4423 3.2852 -1.8698
Rh -0.5850 1.3316 -0.3032
Cl -2.3374 2.7050 -1.2751
C -0.7679 1.2180 2.8186
O -1.4377 3.5850 -0.5565
N -0.7911 -3.1955 -0.9326
H 0.3666 -3.5321 0.7615
H 2.1072 1.6577 -2.4795
H -2.0176 -0.9153 1.0360
C 1.2009 1.4374 1.8917
O -2.6698 1.6326 -0.2638
O -1.4522 1.9282 -2.2004
C -0.4837 -0.9732 -1.9679
N -0.0895 1.2536 1.6269
H -1.2366 -0.3824 -2.4825
H 0.5044 -0.6442 -2.2896
N 1.4276 1.4773 -0.4447
C -1.9161 -1.1960 -0.0117
H -2.8591 -3.0174 -0.7547
H 2.2446 1.6439 3.7096
H 1.2724 -3.2442 -0.7206
N 3.3603 1.7610 0.5196
*
```

# 8
The following is a DFT calculation (ωB97M-V/def2-TZVPD) of a molecular structure, H16NaO8 in a non-equilibrium geometry.

Structure (ORCA input):
```
! RIJCOSX wB97M-V def2-TZVPD def2/J DEFGRID3
* xyz 2 2
H 1.2024 -3.0120 1.3781
Na -0.3131 0.2515 -0.3468
O 1.1403 1.7245 1.6990
O 0.1878 2.2178 -2.2660
O 0.2262 -0.7450 2.0842
O 2.4730 0.7525 -0.8672
O -1.1801 -2.2673 0.0500
H -1.9573 -0.3403 -3.2712
H -3.2412 0.5678 0.8270
H 1.1723 2.6698 1.8458
O -1.7736 -0.4407 -2.3372
H -2.1544 1.3205 1.5646
H 0.7580 2.9719 -2.4160
H 3.3471 1.0488 -0.6137
H -0.4514 -1.2500 2.5336
H 0.1173 0.1477 2.4120
H 2.0484 1.4780 1.5233
H 0.0332 1.8564 -3.1387
H 2.5922 0.3683 -1.7358
H -2.5600 -0.8542 -1.9811
H -1.6716 -3.0864 -0.0120
O -2.4782 1.1281 0.6847
H 1.5540 -1.6079 0.9346
H -0.6163 -2.3831 0.8149
O 1.5448 -2.5166 0.6340
*
```

As for the expectation value of S²: 0.759.

Relative energy (zero: lowest compared OMol25 entry of this formula, charge and spin) per entry: 339.7; 0.0; 602.0; 475.5; 262.6; 111.6; 3.6; 59.7 kJ/mol
Molar mass per entry: 91.98; 689.13; 437.95; 73.05; 111.19; 695.64; 448.67; 167.11 u